Molecular formula: C23H35PtS
Method: DFT, wB97M-V/def2-TZVPD

Properties
- spin multiplicity = 5
- LUMO level (spin up / spin down) (eV) = -1.982 / -6.317
- charge = +1
- ⟨S²⟩ = 6.03
- frontier orbital gap (spin up / spin down) (eV) = 7.5 / 5.1

The geometry in XYZ format:
```
60
C23H35PtS | the Open Molecules 2025 dataset | wB97M-V/def2-TZVPD
C -0.32 2.30 -0.08
C -0.92 1.82 1.15
C -2.06 1.02 0.79
C -2.17 0.99 -0.65
C -1.11 1.79 -1.18
Pt 0.00 0.00 0.00
C 0.29 -2.21 -1.38
C 1.38 -1.33 -1.38
H 2.28 -1.64 -0.82
C 1.28 0.02 -1.86
H 0.69 0.19 -2.77
H 2.18 0.63 -1.81
C 0.45 -3.58 -0.74
H 1.22 -3.57 0.05
H -0.49 -3.93 -0.30
H 0.75 -4.31 -1.52
C -0.85 -2.09 -2.37
H -0.94 -1.09 -2.80
H -0.68 -2.81 -3.20
H -1.81 -2.37 -1.91
C -0.50 2.17 2.55
H 0.59 2.31 2.61
H -0.99 3.11 2.88
H -0.78 1.37 3.25
C -3.07 0.50 1.77
H -2.60 0.08 2.67
H -3.73 1.33 2.08
H -3.70 -0.29 1.33
C -3.30 0.39 -1.43
H -3.68 -0.53 -0.96
H -4.15 1.10 -1.49
H -3.00 0.15 -2.46
C -0.96 2.19 -2.62
H -1.23 1.37 -3.30
H -1.62 3.05 -2.84
H 0.08 2.50 -2.85
C 0.84 3.25 -0.17
H 1.36 3.15 -1.13
H 0.51 4.30 -0.07
H 1.58 3.05 0.63
C -0.84 -1.61 1.25
C -0.12 -2.08 2.38
C -2.13 -2.17 1.06
C -0.66 -3.05 3.25
H 0.88 -1.69 2.58
C -2.67 -3.13 1.92
H -2.73 -1.84 0.20
C -1.94 -3.58 3.03
H -0.07 -3.38 4.11
H -3.67 -3.53 1.73
H -2.35 -4.33 3.71
C 2.98 0.69 2.99
S 1.98 0.26 1.53
C 3.34 0.76 0.38
H 2.35 0.53 3.89
H 3.29 1.76 2.97
H 3.84 0.00 3.09
H 3.11 1.68 -0.17
H 4.27 1.02 0.93
H 3.68 -0.08 -0.25
```

Molecular formula: C23H36BCaN2O2SSbSe
Method: DFT, wB97M-V/def2-TZVPD

Properties
- LUMO level (eV) = 0.363
- charge = 0
- energy above the lowest of the compared OMol25 structures with the same formula, charge and spin (kcal/mol) = 0.00
- frontier orbital gap (eV) = 7.7

The geometry in XYZ format:
```
68
C23H36BCaN2O2SSbSe | the Open Molecules 2025 dataset | wB97M-V/def2-TZVPD
Ca 0.32 -0.80 -0.58
O 3.21 1.05 0.76
B 2.75 -0.20 0.27
O 3.89 -1.05 0.19
C 4.98 -0.32 0.60
C 6.30 -0.71 0.68
C 7.20 0.25 1.14
C 6.79 1.53 1.49
C 5.45 1.91 1.40
C 4.57 0.95 0.95
H 6.61 -1.70 0.41
H 8.25 -0.01 1.22
H 7.52 2.25 1.84
H 5.12 2.90 1.67
C -3.30 0.10 -1.47
N -3.44 -1.35 -1.38
C -3.74 -1.99 -2.66
C -3.00 -2.03 -0.31
S -2.03 -1.29 0.90
N -3.38 -3.31 -0.17
C -2.72 -4.19 0.79
C -4.70 -3.78 -0.58
H -4.10 0.47 -2.11
H -2.34 0.36 -1.91
H -3.38 0.55 -0.48
H -3.14 -1.50 -3.42
H -4.80 -1.90 -2.91
H -3.45 -3.03 -2.63
H -1.65 -4.03 0.77
H -2.93 -5.22 0.50
H -3.09 -4.01 1.81
H -5.31 -2.94 -0.92
H -5.20 -4.23 0.28
H -4.64 -4.52 -1.38
C -2.38 3.98 -0.42
C -1.11 3.95 -1.26
Sb 0.28 2.47 -0.54
C 2.04 3.16 -1.55
C 2.35 2.34 -2.80
C 0.64 3.32 1.39
C 0.98 4.80 1.37
H -3.10 4.70 -0.81
H -2.17 4.26 0.62
H -2.87 3.00 -0.40
H -0.60 4.92 -1.25
H -1.33 3.71 -2.30
H 2.85 3.09 -0.82
H 1.90 4.22 -1.80
H 2.51 1.29 -2.55
H 3.26 2.70 -3.29
H 1.54 2.38 -3.53
H 1.46 2.73 1.81
H -0.24 3.12 2.01
H 1.86 5.00 0.76
H 1.19 5.17 2.37
H 0.16 5.40 0.96
Se -0.07 -1.57 -3.28
C 0.21 -3.17 -2.25
C 1.32 -3.33 -1.42
C 1.50 -4.47 -0.65
C 0.59 -5.52 -0.73
C -0.50 -5.39 -1.58
C -0.70 -4.24 -2.32
H 2.10 -2.56 -1.40
H 2.37 -4.55 -0.01
H 0.74 -6.42 -0.15
H -1.21 -6.21 -1.68
H -1.55 -4.16 -2.99
```

Molecular formula: C23H36ClIN5O4Ru
Method: DFT, wB97M-V/def2-TZVPD

Properties
- spin multiplicity = 2
- LUMO level (spin up / spin down) (eV) = -5.624 / -6.705
- charge = +2
- ⟨S²⟩ = 0.76
- energy above the lowest of the compared OMol25 structures with the same formula, charge and spin (kcal/mol) = 40.39
- frontier orbital gap (spin up / spin down) (eV) = 6.7 / 5.6

The geometry in XYZ format:
```
71
C23H36ClIN5O4Ru | the Open Molecules 2025 dataset | wB97M-V/def2-TZVPD
Ru 0.07 -0.30 0.10
C 1.93 3.16 -3.96
N 2.28 2.10 -3.02
C 3.57 1.42 -3.15
C 1.41 1.61 -2.14
O 1.66 0.63 -1.43
C 0.04 2.27 -2.05
O -0.67 1.70 -0.96
C -1.48 2.64 -0.27
C -1.34 2.39 1.23
O -0.71 1.39 1.60
N -1.92 3.24 2.07
C -2.69 4.40 1.66
C -1.78 3.05 3.51
H 2.85 3.54 -4.40
H 1.29 2.79 -4.76
H 1.44 3.99 -3.46
H 4.26 2.08 -3.67
H 3.96 1.19 -2.17
H 3.47 0.50 -3.72
H 0.17 3.34 -1.88
H -0.51 2.15 -2.99
H -1.14 3.66 -0.49
H -2.52 2.56 -0.60
H -3.01 4.34 0.62
H -3.59 4.46 2.27
H -2.11 5.32 1.81
H -1.02 2.30 3.70
H -1.49 4.00 3.96
H -2.73 2.73 3.94
Cl 5.41 -0.94 4.80
C 4.12 -1.13 3.69
C 3.60 -2.38 3.46
C 2.55 -2.58 2.56
I 1.79 -4.47 2.24
C 2.00 -1.51 1.87
O 1.01 -1.69 1.04
C 2.54 -0.20 2.09
N 1.98 0.79 1.37
C 2.44 2.01 1.54
C 3.49 2.32 2.41
C 4.07 1.32 3.15
C 3.61 0.01 3.00
H 4.03 -3.22 4.00
H 1.97 2.78 0.94
H 3.83 3.34 2.50
H 4.88 1.54 3.83
C 1.33 -2.35 -1.78
N 0.03 -1.72 -1.42
C -0.51 -1.16 -2.69
C -0.86 -2.82 -0.90
C -2.10 -2.19 -0.29
N -1.69 -1.21 0.78
C -2.84 -0.30 1.01
C -1.50 -1.96 2.05
H 1.17 -3.10 -2.55
H 1.75 -2.82 -0.89
H 2.01 -1.57 -2.15
H -0.73 -1.97 -3.39
H 0.25 -0.51 -3.13
H -1.41 -0.59 -2.50
H -0.29 -3.37 -0.15
H -1.11 -3.51 -1.71
H -2.76 -2.95 0.15
H -2.68 -1.66 -1.05
H -3.73 -0.89 1.21
H -3.02 0.31 0.13
H -2.64 0.34 1.88
H -2.45 -2.40 2.35
H -1.16 -1.26 2.81
H -0.76 -2.74 1.92
```

Number 1: E_tot -38488.851 eV. Number 2: E_tot -133346.870 eV. Number 3: E_tot -63267.379 eV.